Here is a cluster of 9 separate species, C12H41NO9 in total at a distorted geometry from the OMol25 dataset. Energies are from wB97M-V/def2-TZVPD.

Each atom is followed by the atoms it is bonded to, with distances in Å.
Cartesian coordinates (Å):
1 C 7.37 10.89 -4.79  O2 1.426, H3 1.090, H4 1.090, H5 1.090
2 O 7.49 12.29 -5.02  C1 1.426, H6 0.960
3 H 6.75 10.67 -3.92  C1 1.090
4 H 6.86 10.52 -5.68  C1 1.090
5 H 8.35 10.44 -4.69  C1 1.090
6 H 7.96 12.65 -4.26  O2 0.960
7 C 9.34 5.07 -16.85  O8 1.397, H9 1.090, H10 1.090, H11 1.090
8 O 8.97 3.75 -17.15  C7 1.397, H12 0.960
9 H 8.57 5.58 -16.28  C7 1.090
10 H 10.18 5.01 -16.17  C7 1.090
11 H 9.64 5.53 -17.79  C7 1.090
12 H 9.48 3.41 -17.88  O8 0.960
13 C 3.29 5.69 -12.55  O14 1.500, H15 1.090, H16 1.090, H17 1.090
14 O 3.81 6.49 -11.39  C13 1.500, H18 0.960
15 H 2.30 6.06 -12.84  C13 1.090
16 H 3.87 5.88 -13.45  C13 1.090
17 H 3.31 4.63 -12.31  C13 1.090
18 H 4.70 6.22 -11.15  O14 0.960
19 O -3.36 8.16 -10.88  H20 0.957, H21 0.957
20 H -2.49 8.53 -10.73  O19 0.957
21 H -3.97 8.82 -10.57  O19 0.957
22 O 3.79 3.54 -19.39  H23 0.957, H24 0.957
23 H 2.91 3.34 -19.08  O22 0.957
24 H 4.37 3.09 -18.78  O22 0.957
25 O 8.45 4.14 -8.00  H26 0.957, H27 0.957
26 H 9.02 4.89 -8.19  O25 0.957
27 H 8.64 3.51 -8.69  O25 0.957
28 O 0.81 9.86 -9.06  H29 0.957, H30 0.957
29 H 1.30 9.10 -9.39  O28 0.957
30 H 1.44 10.57 -9.06  O28 0.957
31 O -4.09 6.44 -15.74  H32 0.957, H33 0.957
32 H -4.40 5.54 -15.66  O31 0.957
33 H -3.76 6.66 -14.87  O31 0.957
34 C 1.07 5.65 -2.87  C35 1.580, H45 1.090, H46 1.090, H47 1.090
35 C 0.21 4.33 -2.93  C34 1.580, C36 1.558, N40 1.434, C44 1.560
36 C 1.00 3.36 -2.00  C35 1.558, C37 1.542, H48 1.090, H49 1.090
37 C 0.79 3.60 -0.49  C36 1.542, C38 1.503, H50 1.090, H51 1.090
38 C -0.65 3.57 -0.07  C37 1.503, C39 1.575, H52 1.090, H53 1.090
39 C -1.51 4.43 -1.06  C38 1.575, N40 1.518, C42 1.520, C43 1.550
40 N -1.18 4.33 -2.54  C35 1.434, C39 1.518, O41 1.336
41 O -1.99 4.99 -3.38  N40 1.336, H63 0.960
42 C -2.94 3.95 -0.84  C39 1.520, H54 1.090, H55 1.090, H56 1.090
43 C -1.46 5.92 -0.63  C39 1.550, H57 1.090, H58 1.090, H59 1.090
44 C 0.37 3.74 -4.36  C35 1.560, H60 1.090, H61 1.090, H62 1.090
45 H 1.21 6.06 -1.87  C34 1.090
46 H 0.57 6.38 -3.50  C34 1.090
47 H 2.08 5.51 -3.25  C34 1.090
48 H 0.71 2.32 -2.13  C36 1.090
49 H 2.07 3.51 -2.13  C36 1.090
50 H 1.31 4.54 -0.31  C37 1.090
51 H 1.33 2.89 0.14  C37 1.090
52 H -0.52 4.03 0.91  C38 1.090
53 H -0.99 2.54 0.02  C38 1.090
54 H -3.62 4.64 -1.34  C42 1.090
55 H -2.99 2.96 -1.30  C42 1.090
56 H -3.22 3.76 0.19  C42 1.090
57 H -1.75 5.91 0.42  C43 1.090
58 H -0.53 6.42 -0.88  C43 1.090
59 H -2.21 6.47 -1.19  C43 1.090
60 H -0.18 4.34 -5.09  C44 1.090
61 H -0.07 2.75 -4.47  C44 1.090
62 H 1.37 3.82 -4.80  C44 1.090
63 H -1.75 5.90 -3.17  O41 0.960

Computed properties:
Energy relative to the best compared isomer or geometry (same formula, charge and spin), eV: 1.438
SMILES string: CC1(C)CCCC(C)(C)N1O.CO.CO.CO.O.O.O.O.O
Total energy, eV: -33022.0898